{
  "formula": "C6H10O",
  "method": "the ωB97M-V functional and the def2-TZVPD basis",
  "symbols": ["C", "C", "C", "O", "C", "C", "C", "H", "H", "H", "H", "H", "H", "H", "H", "H", "H"],
  "coordinates": [[-1.316743, -1.130467, -1.782914], [-0.971662, 0.297650, -1.479290], [-0.680425, 0.774699, -0.270742], [-0.704507, 0.009040, 0.854600], [0.171069, 0.383666, 1.908720], [1.640333, 0.318283, 1.760653], [1.122036, 1.511008, 1.803022], [-2.264407, -1.198880, -2.329533], [-1.408776, -1.711607, -0.861714], [-0.547865, -1.601255, -2.409192], [-0.963814, 1.011661, -2.299492], [1.161028, -1.217375, -0.570813], [-0.439601, 1.826154, -0.114105], [-0.325083, 0.118432, 2.841829], [2.512614, -0.310285, 1.663965], [1.751001, -1.661601, -0.477387], [1.264800, 2.580879, 1.762395]],
  "atomic_forces_ev_per_a": [[-0.034, -0.076, 0.028], [0.018, 0.089, 0.107], [0.013, 0.094, -0.218], [-0.036, -0.056, -0.154], [-0.061, -0.015, 0.314], [-0.010, 0.207, -0.006], [0.128, -0.114, -0.040], [0.127, 0.015, 0.087], [0.018, 0.062, -0.146], [-0.125, 0.086, 0.076], [-0.013, -0.082, 0.136], [0.106, -0.071, -0.005], [-0.021, -0.152, -0.060], [0.076, 0.057, -0.138], [-0.144, 0.123, 0.033], [-0.042, -0.002, -0.051], [-0.002, -0.165, 0.034]],
  "mulliken_charge": [-1.167, -0.051, -0.139, -0.379, -0.300, -0.190, -0.501, 0.351, 0.304, 0.305, 0.323, -0.185, 0.274, 0.408, 0.397, 0.170, 0.381],
  "relative_energy_kcal_mol": 92.1,
  "homo_lumo_gap_ev": 9.6122,
  "max_force_ev_per_a": 0.32,
  "smiles": "C/C=C\\OC1C=C1.[H][H]",
  "homo_energy_ev": -8.416
}